(1)
C45H50CsN5OPSe as an isolated structure, computed with ωB97M-V with the def2-TZVPD basis set.

As for the total charge: +1. As for the HOMO energy: -0.365 Ha.

Each line ends with the Löwdin charge.
CARTESIAN COORDINATES (ANGSTROEM)
1 Cs 0.43773 -0.92894 -0.70569  0.864
2 C 0.47815 0.38193 -4.78150  -0.037
3 C 1.14012 -0.81048 -4.16092  -0.323
4 C 0.44441 -1.99872 -3.97194  -0.081
5 C 1.07763 -3.12542 -3.45686  -0.317
6 C 0.34450 -4.42584 -3.32403  -0.035
7 C 2.42337 -3.04254 -3.12176  -0.029
8 C 3.14162 -1.86689 -3.30460  -0.277
9 C 4.60554 -1.81425 -2.99517  -0.036
10 C 2.48697 -0.75612 -3.82088  -0.028
11 H 0.75412 0.44035 -5.83484  0.095
12 H 0.80580 1.30382 -4.30316  0.082
13 H -0.60599 0.30752 -4.71993  0.066
14 H -0.59234 -2.06676 -4.28533  0.125
15 H -0.69788 -4.27132 -3.04724  0.072
16 H 0.82109 -5.06925 -2.58643  0.082
17 H 0.36020 -4.94848 -4.28133  0.094
18 H 2.93355 -3.92220 -2.74861  0.124
19 H 5.17962 -1.97660 -3.90813  0.092
20 H 4.87841 -2.59000 -2.28295  0.077
21 H 4.88460 -0.84252 -2.59221  0.081
22 H 3.04340 0.15567 -3.99940  0.129
23 N 0.36500 -2.16980 2.49933  0.039
24 C -0.73137 -2.58741 3.27637  -0.361
25 C -0.60717 -2.86035 4.63241  -0.031
26 C -1.68729 -3.33158 5.35589  -0.070
27 C -2.90353 -3.53735 4.72683  -0.074
28 C -3.06186 -3.20007 3.39348  -0.062
29 C -1.98789 -2.70728 2.66408  -0.313
30 P -2.13466 -2.06807 0.95007  0.965
31 C -2.74964 -0.38498 1.32835  -0.385
32 C -2.35703 0.31396 2.46531  -0.068
33 C -2.79656 1.61012 2.67257  -0.067
34 C -3.62234 2.22317 1.74484  -0.075
35 C -4.00330 1.53788 0.60076  -0.079
36 C -3.55957 0.24764 0.38828  -0.119
37 C -3.67262 -2.88677 0.38520  -0.392
38 C -3.51732 -3.96058 -0.48788  -0.106
39 C -4.61416 -4.68787 -0.91474  -0.076
40 C -5.87948 -4.35536 -0.46096  -0.073
41 C -6.04722 -3.27193 0.38690  -0.067
42 C -4.95458 -2.53302 0.80346  -0.110
43 H 1.18694 -1.99280 3.07230  0.063
44 H 0.60190 -2.86799 1.79978  0.066
45 H 0.34979 -2.71442 5.11227  0.112
46 H -1.56468 -3.56237 6.40347  0.109
47 H -3.73317 -3.94513 5.28182  0.106
48 H -4.02564 -3.33090 2.92163  0.096
49 H -1.69944 -0.15532 3.18502  0.104
50 H -2.49533 2.13107 3.57106  0.113
51 H -3.95872 3.23677 1.89844  0.114
52 H -4.65556 2.00800 -0.12017  0.106
53 H -3.84684 -0.29131 -0.50741  0.109
54 H -2.52267 -4.23057 -0.82646  0.088
55 H -4.48926 -5.52060 -1.59086  0.106
56 H -6.73660 -4.93614 -0.76509  0.107
57 H -7.03393 -3.00772 0.73790  0.109
58 H -5.09597 -1.67647 1.44881  0.113
59 C -2.63006 2.83693 -4.01221  -0.057
60 C -3.38903 2.66863 -2.69322  -0.218
61 N -3.51245 3.90852 -1.96191  -0.055
62 C -4.63079 4.77214 -2.33131  -0.193
63 C -4.21519 5.87976 -3.29117  -0.058
64 C -2.68691 4.42528 -1.01776  -0.406
65 O -2.92309 5.52632 -0.54261  0.052
66 C -1.51910 3.67062 -0.44612  -0.081
67 C -1.09235 4.14512 0.79908  0.002
68 C -0.01714 3.55939 1.43376  -0.028
69 C 0.58408 2.47020 0.82458  -0.148
70 N 0.21368 2.01791 -0.36465  -0.060
71 C -0.78544 2.62555 -0.99401  -0.107
72 H -2.53078 1.88019 -4.51892  0.068
73 H -1.64343 3.26164 -3.84312  0.076
74 H -3.17077 3.50831 -4.67249  0.066
75 H -2.91935 1.90668 -2.06452  0.088
76 H -4.40052 2.31453 -2.91699  0.123
77 H -5.00336 5.22347 -1.40875  0.122
78 H -5.41705 4.15002 -2.75901  0.119
79 H -3.44103 6.47779 -2.82071  0.075
80 H -5.06307 6.52076 -3.50967  0.079
81 H -3.83032 5.47839 -4.22465  0.058
82 H -1.60530 4.99289 1.22440  0.126
83 H 0.35374 3.94970 2.36673  0.112
84 H 1.41904 1.95634 1.28428  0.078
85 H -0.95170 2.26730 -1.99852  0.090
86 C 5.10982 1.95978 3.36640  -0.026
87 N 5.86508 0.86551 2.82752  -0.078
88 C 5.38975 -0.13171 2.05323  -0.795
89 Se 3.67040 -0.43774 1.59609  0.579
90 N 6.42081 -0.93545 1.71003  0.116
91 C 7.58124 -0.47416 2.28970  -0.176
92 C 8.88512 -0.93925 2.27691  -0.006
93 C 9.81189 -0.22555 3.01755  -0.078
94 C 9.45383 0.91112 3.74102  -0.076
95 C 8.15435 1.38784 3.74766  0.000
96 C 7.22034 0.67820 3.00905  -0.156
97 H 4.08766 1.89923 2.99674  0.041
98 H 5.54965 2.90733 3.05262  0.105
99 H 5.09803 1.91687 4.45621  0.106
100 H 6.31252 -1.75683 1.13662  0.154
101 H 9.16466 -1.82095 1.72043  0.115
102 H 10.83848 -0.56103 3.03930  0.108
103 H 10.20918 1.42948 4.31246  0.108
104 H 7.88202 2.26555 4.30985  0.113

(2)
An isolated molecule of C3H5N3, computed with ωB97M-V with the def2-TZVPD basis set.

As for the HOMO energy: -0.343 Ha.

Each line ends with the Löwdin charge.
CARTESIAN COORDINATES (ANGSTROEM)
1 C 0.42215 -1.38224 1.12043  -0.020
2 N 0.14497 -0.30073 0.18205  -0.279
3 N 0.35187 -0.45293 -1.13892  0.118
4 C -0.12409 0.73622 -1.53983  -0.157
5 C -0.47432 1.56826 -0.41316  -0.162
6 N -0.30832 0.92325 0.74737  0.132
7 H -0.39669 -1.25620 1.75313  0.055
8 H 0.46790 -2.35134 0.74357  0.064
9 H 1.31375 -1.04985 1.70020  0.100
10 H -0.42264 1.10835 -2.47776  0.072
11 H -0.97457 2.45722 -0.67708  0.076

(3)
A 2-piece molecular cluster, C5H6ClFN2 overall, computed with ωB97M-V with the def2-TZVPD basis set.

As for the HOMO energy (spin up / spin down): -0.313 / -0.313 Ha.

Each line ends with the Löwdin charge.
CARTESIAN COORDINATES (ANGSTROEM)
1 C 2.16357 -0.82358 -0.30200  -0.278
2 C 1.05215 -0.17048 0.48245  -0.445
3 C -0.01270 -0.95790 0.94604  -0.509
4 C -3.03946 0.79616 -0.49362  -0.373
5 C 1.24000 1.13309 0.78513  0.160
6 N 2.64309 -0.31570 -1.32763  0.138
7 N -2.57870 0.67223 0.63146  0.122
8 F -3.31715 -0.21416 -1.29145  0.028
9 Cl -0.34410 -2.28183 0.02109  0.718
10 H 2.18093 -1.96470 0.08069  0.122
11 H 0.50878 1.55228 1.39958  0.061
12 H -3.61862 1.77541 -0.74466  0.144
13 H 2.02421 1.67642 0.42908  0.052
14 H 3.35783 -0.73379 -1.80370  0.018
15 H -2.25981 -0.14346 1.18755  0.041

(4)
C48H55N7P2STi as an isolated structure, computed with ωB97M-V with the def2-TZVPD basis set.

As for the total charge: +3. As for the spin multiplicity: 2. As for the HOMO energy (spin up / spin down): -0.534 / -0.534 Ha.

Each line ends with the Löwdin charge.
CARTESIAN COORDINATES (ANGSTROEM)
1 Ti -0.80035 0.04190 0.61614  0.866
2 C 1.91995 1.72179 2.39222  -0.276
3 C 2.05711 0.36471 1.69283  -0.407
4 P 2.93469 0.66396 0.07543  1.078
5 C 2.57196 -0.74217 -1.05190  -0.369
6 C 3.23198 -1.97169 -1.01064  -0.088
7 C 3.07133 -2.90702 -2.02272  -0.055
8 C 2.25690 -2.61976 -3.11490  -0.052
9 C 1.60302 -1.39778 -3.17609  -0.091
10 C 1.75054 -0.47643 -2.14422  -0.150
11 C 4.67622 0.45553 0.54782  -0.372
12 C 5.17375 -0.46928 1.47003  -0.111
13 C 6.53166 -0.54172 1.74005  -0.060
14 C 7.41149 0.31748 1.08959  -0.050
15 C 6.93126 1.24641 0.18022  -0.050
16 C 5.56789 1.32069 -0.08205  -0.083
17 C 0.80082 2.62427 1.83401  -0.347
18 P 0.48886 2.57924 0.01465  1.017
19 C -0.89728 3.73631 -0.26145  -0.410
20 C -1.53752 4.44527 0.74403  -0.097
21 C -2.52834 5.37070 0.42628  -0.056
22 C -2.87949 5.58667 -0.89800  -0.056
23 C -2.24028 4.87558 -1.91142  -0.056
24 C -1.25576 3.95555 -1.59273  -0.110
25 C 1.81353 3.61388 -0.77159  -0.375
26 C 2.00116 4.88429 -0.23156  -0.081
27 C 2.94620 5.74197 -0.77370  -0.047
28 C 3.68672 5.35464 -1.88224  -0.047
29 C 3.48315 4.09894 -2.43775  -0.064
30 C 2.56367 3.22626 -1.87352  -0.141
31 H 2.87439 2.24646 2.32302  0.118
32 H 1.72090 1.57265 3.45355  0.110
33 H 1.05747 -0.08779 1.62951  -0.070
34 H 2.65325 -0.34268 2.27376  0.068
35 H 3.92020 -2.19401 -0.20392  0.100
36 H 3.61075 -3.84532 -1.98110  0.120
37 H 2.17378 -3.32549 -3.93151  0.118
38 H 1.02233 -1.13274 -4.04919  0.110
39 H 1.26207 0.49222 -2.23461  0.069
40 H 4.50568 -1.15331 1.98569  0.086
41 H 6.90919 -1.26168 2.45429  0.113
42 H 8.47112 0.26504 1.30190  0.119
43 H 7.61373 1.92144 -0.31831  0.117
44 H 5.19478 2.06032 -0.78313  0.095
45 H 0.99032 3.66078 2.11620  0.092
46 H -0.14957 2.35805 2.31597  0.040
47 H -1.26466 4.30342 1.78403  0.106
48 H -3.00534 5.93780 1.21564  0.121
49 H -3.63364 6.32281 -1.14349  0.118
50 H -2.49401 5.05881 -2.94727  0.118
51 H -0.73389 3.43951 -2.39316  0.113
52 H 1.40693 5.23495 0.60452  0.107
53 H 3.08838 6.72026 -0.33468  0.119
54 H 4.41484 6.03009 -2.31082  0.119
55 H 4.04606 3.78970 -3.30823  0.117
56 H 2.44794 2.24484 -2.30952  0.071
57 N -1.17105 -2.19199 5.03693  0.152
58 C -0.46087 -1.74220 4.01650  -0.782
59 N 0.59652 -2.44075 3.60953  0.151
60 S -0.89433 -0.23807 3.28863  0.765
61 H -0.87640 -2.98215 5.59108  0.140
62 H -1.95628 -1.65082 5.36586  0.123
63 H 0.91679 -3.26545 4.09575  0.138
64 H 1.22065 -2.00764 2.94794  0.072
65 C -6.12697 3.55412 0.57719  -0.003
66 C -4.83287 2.80288 0.65444  -0.220
67 C -4.19686 2.55514 1.86487  0.016
68 C -3.00492 1.86613 1.88822  -0.145
69 N -2.40208 1.41216 0.77486  -0.114
70 C -3.02045 1.65646 -0.40439  -0.143
71 C -4.21033 2.32159 -0.50168  0.013
72 H -6.35664 4.05896 1.51236  0.094
73 H -6.94563 2.86647 0.35293  0.106
74 H -6.09599 4.28978 -0.22657  0.097
75 H -4.61963 2.90687 2.79647  0.136
76 H -2.50664 1.67620 2.82854  0.063
77 H -2.52275 1.30833 -1.30377  0.121
78 H -4.64317 2.49852 -1.47782  0.140
79 N 0.07548 -1.84073 0.46378  0.112
80 C 0.49281 -2.91337 0.44305  -0.049
81 C 0.99162 -4.26355 0.38704  -0.220
82 C 2.17290 -4.59060 1.04874  -0.039
83 C 2.65220 -5.88504 0.96065  -0.033
84 C 1.95027 -6.83260 0.22183  -0.019
85 C 0.77118 -6.49824 -0.43557  -0.029
86 C 0.28293 -5.20564 -0.35506  -0.011
87 H 2.72536 -3.83660 1.59704  0.114
88 H 3.57424 -6.15614 1.45617  0.124
89 H 2.33068 -7.84349 0.15495  0.128
90 H 0.24107 -7.24459 -1.01089  0.124
91 H -0.62552 -4.92005 -0.87004  0.111
92 C -2.67883 -3.45658 -3.40626  -0.138
93 C -1.82239 -2.21490 -3.46302  -0.143
94 N -1.71793 -1.63280 -2.11551  0.105
95 C -2.61613 -1.79100 -1.11805  -0.349
96 N -2.42271 -1.14692 0.04357  -0.084
97 C -3.51582 -1.26765 1.03070  -0.209
98 C -4.01863 -2.69030 1.07538  -0.137
99 C -4.60111 -3.00371 -0.27920  -0.118
100 N -3.66598 -2.59270 -1.33978  -0.007
101 C -3.96264 -3.11356 -2.68814  -0.109
102 H -2.15875 -4.25133 -2.86567  0.117
103 H -2.88808 -3.81824 -4.41160  0.136
104 H -2.26038 -1.48218 -4.14308  0.134
105 H -0.81616 -2.43630 -3.80895  0.104
106 H -0.87802 -1.10492 -1.92326  0.090
107 H -4.33241 -0.59305 0.74679  0.129
108 H -3.15693 -0.94151 2.00293  0.060
109 H -4.78354 -2.81224 1.84159  0.134
110 H -3.19328 -3.36926 1.30684  0.125
111 H -5.55339 -2.48744 -0.41996  0.142
112 H -4.78420 -4.06971 -0.40798  0.134
113 H -4.54179 -2.37519 -3.24765  0.143
114 H -4.59406 -3.98875 -2.55529  0.132

Q: Which relative energy (zero: lowest compared OMol25 entry of this formula, charge and spin) values were calculated for the entries above? A: 79.93; 215.42; 447.37; 151.12, in kJ/mol.